A structure of composition C54H109AgFeN7O22 in a non-equilibrium geometry. Source: the OMol25 dataset; level of theory: ωB97M-V with the def2-TZVPD basis set.

The spin multiplicity is 6. Its net charge is 0. Its total energy is -5571.80291 Ha. As for the gap between HOMO and LUMO (spin up / spin down): 7.208 / 6.819 eV. The value obtained for the HOMO energy (spin up / spin down) is -7.70 / -7.64 eV.

Each line ends with the Löwdin charge.
CARTESIAN COORDINATES (ANGSTROEM)
Fe (3.093, -0.976, -3.282)  1.076
Ag (-3.690, 0.072, 2.019)  0.801
C (-0.518, -0.497, -1.223)  0.012
C (0.823, -0.492, -1.123)  -0.297
C (1.481, 0.004, 0.308)  -0.311
O (2.652, 0.405, 0.265)  0.021
C (0.679, 0.116, 1.458)  -0.014
C (-0.656, -0.076, 1.356)  -0.339
C (-1.336, -0.389, -0.002)  -0.293
O (-2.556, -0.535, -0.018)  -0.049
O (-1.551, 0.150, 2.266)  -0.185
O (1.536, -0.453, -2.193)  -0.132
H (-0.987, -0.568, -2.233)  0.106
H (1.251, 0.432, 2.298)  0.110
C (3.236, 0.263, -7.196)  0.098
C (4.413, 0.016, -8.191)  -0.233
C (5.503, -1.052, -7.924)  -0.367
O (6.228, -1.475, -8.827)  0.056
C (5.720, -1.354, -6.535)  0.069
C (4.631, -0.984, -5.622)  -0.290
C (3.502, -0.268, -6.007)  -0.276
O (2.604, -0.285, -4.905)  -0.212
O (4.694, -1.344, -4.350)  -0.181
O (4.350, 0.747, -9.193)  0.070
H (2.383, 0.828, -7.535)  0.119
H (6.439, -2.077, -6.204)  0.103
C (3.425, -6.752, -2.261)  -0.080
O (3.897, -5.511, -2.835)  -0.217
C (3.514, -5.470, -4.190)  -0.234
C (3.563, -4.011, -4.603)  -0.166
N (2.499, -3.261, -3.879)  -0.054
C (1.230, -3.289, -4.663)  -0.156
C (-0.011, -2.966, -3.835)  -0.164
O (-0.395, -4.174, -3.094)  -0.201
C (-1.669, -4.007, -2.523)  -0.135
H (3.371, -6.642, -1.153)  0.086
H (4.020, -7.649, -2.567)  0.097
H (2.365, -6.835, -2.653)  0.096
H (2.435, -5.776, -4.243)  0.119
H (4.212, -6.096, -4.821)  0.147
H (3.332, -3.910, -5.682)  0.135
H (4.575, -3.512, -4.372)  0.128
H (2.366, -3.608, -2.940)  0.077
H (1.123, -4.284, -5.126)  0.122
H (1.289, -2.561, -5.485)  0.122
H (-0.861, -2.729, -4.457)  0.106
H (0.285, -2.188, -3.114)  0.093
H (-2.124, -5.017, -2.317)  0.111
H (-2.381, -3.599, -3.223)  0.053
H (-1.648, -3.404, -1.620)  0.078
C (1.487, -3.629, -0.321)  -0.069
O (2.576, -3.130, -1.050)  -0.253
C (3.849, -3.213, -0.339)  -0.139
C (4.889, -2.547, -1.212)  -0.138
N (4.403, -1.225, -1.629)  -0.108
C (5.533, -0.278, -1.858)  -0.120
C (4.857, 1.152, -1.956)  -0.129
O (3.797, 0.976, -2.909)  -0.288
C (2.976, 2.137, -3.037)  -0.031
H (0.607, -3.488, -0.965)  0.082
H (1.441, -3.114, 0.600)  0.075
H (1.655, -4.699, -0.120)  0.101
H (4.154, -4.242, -0.242)  0.115
H (3.626, -2.790, 0.632)  0.128
H (4.952, -3.124, -2.121)  0.107
H (5.834, -2.443, -0.720)  0.120
H (3.869, -0.824, -0.822)  0.108
H (6.098, -0.416, -2.778)  0.115
H (6.289, -0.423, -1.097)  0.115
H (5.563, 1.944, -2.273)  0.137
H (4.434, 1.492, -1.029)  0.103
H (2.359, 2.029, -3.918)  0.090
H (3.599, 3.032, -3.011)  0.104
H (2.247, 2.165, -2.209)  0.085
C (3.314, 4.944, 0.313)  -0.137
O (2.280, 4.245, -0.306)  -0.195
C (1.317, 3.760, 0.685)  -0.150
C (0.201, 3.125, -0.170)  -0.205
N (-0.407, 3.997, -1.148)  -0.015
C (-1.358, 3.227, -1.906)  -0.227
C (-1.824, 3.988, -3.066)  -0.290
O (-0.766, 4.230, -3.889)  -0.161
C (-1.197, 4.832, -5.091)  -0.092
H (4.053, 5.244, -0.439)  0.087
H (3.826, 4.350, 1.066)  0.081
H (3.006, 5.877, 0.802)  0.089
H (0.940, 4.626, 1.270)  0.119
H (1.786, 3.095, 1.363)  0.095
H (-0.603, 2.745, 0.506)  0.112
H (0.630, 2.188, -0.584)  0.096
H (0.242, 4.375, -1.807)  0.103
H (-2.198, 2.929, -1.289)  0.125
H (-0.930, 2.289, -2.268)  0.104
H (-2.249, 4.956, -2.785)  0.134
H (-2.651, 3.495, -3.561)  0.110
H (-2.089, 4.354, -5.515)  0.096
H (-0.360, 4.686, -5.753)  0.082
H (-1.307, 5.922, -5.065)  0.092
C (-1.478, 6.540, 1.363)  -0.108
O (-1.362, 6.397, 2.772)  -0.197
C (-2.265, 5.422, 3.319)  -0.221
C (-1.706, 4.035, 3.275)  -0.199
N (-0.617, 4.027, 4.234)  -0.052
C (-0.003, 2.786, 4.358)  -0.239
C (1.370, 2.937, 5.027)  -0.228
O (2.242, 3.664, 4.221)  -0.191
C (3.420, 4.028, 4.857)  -0.112
H (-0.830, 7.412, 1.107)  0.099
H (-2.459, 6.926, 1.114)  0.075
H (-1.214, 5.626, 0.791)  0.069
H (-3.237, 5.477, 2.816)  0.115
H (-2.478, 5.735, 4.335)  0.121
H (-1.371, 3.754, 2.237)  0.114
H (-2.505, 3.298, 3.567)  0.114
H (0.077, 4.686, 3.898)  0.112
H (0.109, 2.185, 3.463)  0.094
H (-0.631, 2.174, 5.069)  0.135
H (1.782, 1.972, 5.271)  0.091
H (1.341, 3.398, 6.027)  0.125
H (4.079, 3.172, 5.009)  0.089
H (3.151, 4.431, 5.848)  0.094
H (3.940, 4.749, 4.255)  0.082
C (-1.283, 0.413, -4.748)  -0.096
O (-2.575, 0.904, -4.648)  -0.179
C (-3.325, 0.611, -3.533)  -0.239
C (-3.816, -0.823, -3.481)  -0.221
N (-4.703, -0.993, -2.373)  -0.068
C (-5.154, -2.364, -2.331)  -0.209
C (-6.262, -2.425, -1.245)  -0.243
O (-6.554, -3.688, -0.782)  -0.177
C (-7.108, -4.564, -1.744)  -0.098
H (-0.606, 0.899, -4.043)  0.074
H (-0.885, 0.703, -5.766)  0.117
H (-1.293, -0.694, -4.629)  0.072
H (-4.240, 1.224, -3.546)  0.127
H (-2.828, 0.894, -2.567)  0.114
H (-3.058, -1.566, -3.386)  0.074
H (-4.398, -1.072, -4.395)  0.143
H (-4.230, -0.757, -1.521)  0.070
H (-4.274, -3.016, -2.076)  0.121
H (-5.539, -2.739, -3.290)  0.117
H (-7.112, -1.873, -1.691)  0.128
H (-5.929, -1.847, -0.389)  0.109
H (-8.085, -4.143, -2.024)  0.092
H (-7.338, -5.521, -1.324)  0.079
H (-6.500, -4.660, -2.659)  0.087
C (3.578, -7.294, 6.618)  -0.073
O (3.455, -5.907, 7.100)  -0.233
C (4.729, -5.237, 7.118)  -0.200
C (4.394, -3.830, 7.675)  -0.248
N (3.472, -3.232, 6.792)  -0.062
C (3.105, -1.895, 7.199)  -0.226
C (2.347, -1.227, 6.108)  -0.250
O (1.092, -1.884, 6.027)  -0.181
C (0.254, -1.283, 5.075)  -0.104
H (4.168, -7.893, 7.319)  0.079
H (4.077, -7.298, 5.637)  0.086
H (2.592, -7.733, 6.601)  0.076
H (5.030, -5.184, 6.074)  0.117
H (5.378, -5.806, 7.779)  0.116
H (5.315, -3.288, 7.683)  0.102
H (4.149, -3.901, 8.779)  0.136
H (2.724, -3.871, 6.551)  0.117
H (4.041, -1.385, 7.461)  0.122
H (2.477, -1.845, 8.128)  0.136
H (2.918, -1.285, 5.136)  0.139
H (2.252, -0.121, 6.279)  0.114
H (0.572, -1.508, 4.048)  0.083
H (0.292, -0.183, 5.195)  0.075
H (-0.753, -1.632, 5.234)  0.084
C (-6.693, 4.801, 5.607)  -0.091
O (-6.004, 3.963, 4.674)  -0.217
C (-6.114, 2.603, 5.045)  -0.232
C (-5.192, 1.684, 4.259)  -0.181
N (-5.623, 1.207, 2.929)  -0.117
C (-6.191, 2.223, 2.045)  -0.192
C (-6.438, 1.632, 0.672)  -0.227
O (-6.536, 2.697, -0.253)  -0.168
C (-6.862, 2.376, -1.548)  -0.138
H (-6.558, 5.834, 5.272)  0.092
H (-6.200, 4.631, 6.610)  0.102
H (-7.758, 4.506, 5.672)  0.090
H (-7.176, 2.396, 4.850)  0.124
H (-5.921, 2.451, 6.123)  0.128
H (-4.881, 0.824, 4.858)  0.120
H (-4.224, 2.147, 4.064)  0.091
H (-6.387, 0.619, 3.076)  0.087
H (-5.351, 2.909, 1.934)  0.130
H (-7.106, 2.722, 2.460)  0.145
H (-7.344, 1.024, 0.724)  0.130
H (-5.572, 0.972, 0.444)  0.097
H (-7.932, 2.610, -1.822)  0.100
H (-6.611, 1.349, -1.837)  0.075
H (-6.326, 3.030, -2.246)  0.084


A cluster of 8 separate species, C48H120N8O16 in total in a non-equilibrium geometry. Source: the OMol25 dataset; level of theory: ωB97M-V with the def2-TZVPD basis set.

As for the structure (SMILES): COCCNCCOC.COCCNCCOC.COCCNCCOC.COCCNCCOC.COCCNCCOC.COCCNCCOC.COCCNCCOC.COCCNCCOC. As for the energy relative to the best compared isomer or geometry (same formula, charge and spin): 380.0 kJ/mol. Its net charge is 0. Its total energy is -3542.22309 Ha. As for the gap between HOMO and LUMO: 8.737 eV. The value obtained for the HOMO energy is -8.27 eV.

Each line ends with the Löwdin charge.
CARTESIAN COORDINATES (ANGSTROEM)
C (-0.870, -8.124, -3.364)  -0.112
O (-1.834, -9.108, -3.694)  -0.200
C (-1.281, -10.297, -4.222)  -0.225
C (-2.382, -11.052, -4.989)  -0.213
N (-2.315, -12.432, -4.737)  -0.092
C (-3.131, -13.314, -5.486)  -0.217
C (-3.049, -14.715, -4.919)  -0.255
O (-3.673, -15.592, -5.808)  -0.175
C (-3.855, -16.826, -5.227)  -0.145
H (0.014, -8.581, -2.880)  0.088
H (-1.306, -7.359, -2.741)  0.079
H (-0.434, -7.741, -4.307)  0.089
H (-0.905, -10.912, -3.373)  0.124
H (-0.395, -10.078, -4.839)  0.121
H (-2.126, -10.831, -6.034)  0.122
H (-3.307, -10.581, -4.646)  0.124
H (-1.634, -12.744, -4.082)  0.107
H (-2.939, -13.331, -6.571)  0.127
H (-4.202, -13.062, -5.380)  0.129
H (-3.545, -14.703, -3.940)  0.130
H (-2.014, -15.072, -4.804)  0.129
H (-3.046, -17.062, -4.522)  0.087
H (-3.892, -17.588, -6.001)  0.088
H (-4.785, -16.898, -4.642)  0.092
C (-5.929, 8.948, -1.017)  -0.138
O (-6.883, 7.978, -0.741)  -0.193
C (-6.393, 6.647, -0.835)  -0.216
C (-5.531, 6.306, 0.351)  -0.231
N (-5.246, 4.924, 0.443)  -0.066
C (-4.323, 4.296, -0.461)  -0.224
C (-4.057, 2.879, -0.069)  -0.227
O (-3.583, 2.837, 1.264)  -0.164
C (-2.813, 1.741, 1.451)  -0.154
H (-5.672, 8.930, -2.087)  0.091
H (-5.047, 8.876, -0.382)  0.078
H (-6.398, 9.919, -0.857)  0.088
H (-5.953, 6.493, -1.830)  0.123
H (-7.285, 6.013, -0.812)  0.127
H (-5.926, 6.710, 1.277)  0.133
H (-4.561, 6.841, 0.232)  0.113
H (-5.103, 4.549, 1.368)  0.112
H (-3.355, 4.837, -0.560)  0.122
H (-4.704, 4.225, -1.494)  0.125
H (-3.410, 2.461, -0.848)  0.126
H (-5.003, 2.320, -0.039)  0.136
H (-3.267, 0.802, 1.084)  0.086
H (-2.604, 1.524, 2.500)  0.093
H (-1.847, 1.795, 0.935)  0.076
C (4.906, 2.741, -1.124)  -0.138
O (5.568, 3.679, -1.901)  -0.177
C (6.676, 4.181, -1.198)  -0.254
C (7.403, 5.130, -2.074)  -0.213
N (8.070, 4.406, -3.165)  -0.050
C (8.263, 5.200, -4.378)  -0.212
C (7.091, 5.226, -5.326)  -0.256
O (6.651, 3.977, -5.749)  -0.165
C (7.518, 3.456, -6.713)  -0.126
H (3.898, 2.586, -1.510)  0.084
H (4.761, 3.054, -0.081)  0.074
H (5.416, 1.767, -1.119)  0.094
H (7.356, 3.356, -0.937)  0.135
H (6.316, 4.665, -0.293)  0.123
H (8.118, 5.688, -1.468)  0.122
H (6.632, 5.793, -2.502)  0.123
H (7.541, 3.564, -3.368)  0.097
H (9.163, 4.803, -4.870)  0.108
H (8.560, 6.212, -4.088)  0.123
H (7.313, 5.865, -6.196)  0.126
H (6.264, 5.771, -4.855)  0.124
H (8.457, 3.997, -6.847)  0.087
H (7.026, 3.418, -7.693)  0.094
H (7.789, 2.421, -6.488)  0.070
C (-2.369, -4.384, -4.340)  -0.091
O (-2.245, -2.968, -4.355)  -0.183
C (-1.634, -2.467, -3.225)  -0.263
C (-1.373, -0.965, -3.373)  -0.203
N (-0.296, -0.433, -2.556)  -0.072
C (-0.411, -0.526, -1.109)  -0.192
C (0.549, 0.418, -0.389)  -0.279
O (0.188, 0.362, 0.927)  -0.197
C (0.961, 1.194, 1.768)  -0.093
H (-2.666, -4.682, -5.342)  0.088
H (-3.144, -4.664, -3.619)  0.092
H (-1.397, -4.843, -4.120)  0.078
H (-0.644, -2.941, -3.086)  0.119
H (-2.204, -2.590, -2.286)  0.109
H (-2.271, -0.348, -3.224)  0.116
H (-1.112, -0.757, -4.420)  0.118
H (0.613, -0.591, -2.973)  0.080
H (-0.163, -1.548, -0.780)  0.124
H (-1.390, -0.156, -0.790)  0.117
H (0.453, 1.429, -0.828)  0.123
H (1.613, 0.183, -0.561)  0.124
H (0.778, 2.247, 1.475)  0.083
H (2.050, 1.054, 1.780)  0.079
H (0.632, 1.110, 2.806)  0.084
C (-3.791, -2.603, 0.429)  -0.143
O (-4.865, -3.179, 1.088)  -0.165
C (-5.371, -2.367, 2.121)  -0.244
C (-6.060, -3.216, 3.177)  -0.186
N (-6.938, -2.343, 4.016)  -0.076
C (-7.907, -3.053, 4.811)  -0.237
C (-8.745, -2.133, 5.686)  -0.252
O (-8.251, -2.153, 7.003)  -0.204
C (-8.980, -1.297, 7.922)  -0.082
H (-3.139, -3.272, -0.132)  0.075
H (-3.158, -1.992, 1.083)  0.079
H (-4.168, -1.892, -0.333)  0.091
H (-6.186, -1.734, 1.728)  0.127
H (-4.673, -1.682, 2.622)  0.120
H (-5.342, -3.661, 3.899)  0.123
H (-6.605, -4.032, 2.705)  0.121
H (-6.396, -1.718, 4.595)  0.113
H (-7.449, -3.854, 5.427)  0.125
H (-8.630, -3.636, 4.224)  0.116
H (-9.763, -2.572, 5.695)  0.117
H (-8.883, -1.131, 5.260)  0.126
H (-10.049, -1.275, 7.672)  0.083
H (-8.488, -0.320, 7.902)  0.086
H (-8.945, -1.737, 8.918)  0.080
C (4.634, 1.415, 3.597)  -0.112
O (3.725, 2.421, 3.222)  -0.225
C (3.669, 3.531, 4.125)  -0.218
C (2.756, 4.564, 3.556)  -0.214
N (3.031, 4.894, 2.157)  -0.057
C (1.873, 5.421, 1.432)  -0.226
C (2.224, 5.615, -0.022)  -0.241
O (1.274, 6.283, -0.789)  -0.164
C (-0.023, 5.740, -0.722)  -0.123
H (4.916, 0.847, 2.716)  0.083
H (4.163, 0.721, 4.308)  0.089
H (5.538, 1.827, 4.063)  0.088
H (4.697, 3.918, 4.205)  0.127
H (3.288, 3.222, 5.107)  0.122
H (3.006, 5.488, 4.099)  0.124
H (1.713, 4.255, 3.723)  0.116
H (3.551, 4.241, 1.596)  0.083
H (1.450, 6.279, 1.968)  0.131
H (1.050, 4.670, 1.488)  0.096
H (2.451, 4.627, -0.463)  0.119
H (3.181, 6.142, -0.071)  0.129
H (-0.683, 6.445, -1.248)  0.090
H (-0.429, 5.748, 0.296)  0.080
H (-0.162, 4.773, -1.221)  0.090
C (1.771, 7.743, 8.051)  -0.109
O (1.909, 6.805, 9.091)  -0.178
C (0.720, 6.137, 9.327)  -0.258
C (1.047, 4.818, 10.001)  -0.209
N (1.597, 3.843, 9.062)  -0.060
C (0.963, 2.528, 9.009)  -0.218
C (-0.452, 2.538, 8.509)  -0.241
O (-0.525, 2.834, 7.136)  -0.195
C (-0.050, 1.843, 6.227)  -0.091
H (2.742, 8.211, 7.912)  0.087
H (0.983, 8.476, 8.232)  0.089
H (1.554, 7.195, 7.120)  0.086
H (0.224, 5.847, 8.396)  0.124
H (0.102, 6.725, 10.014)  0.128
H (0.120, 4.451, 10.479)  0.113
H (1.699, 4.934, 10.879)  0.118
H (1.685, 4.206, 8.125)  0.098
H (1.095, 2.038, 9.979)  0.123
H (1.602, 1.941, 8.340)  0.109
H (-1.097, 3.219, 9.058)  0.116
H (-0.874, 1.527, 8.691)  0.126
H (0.596, 2.258, 5.447)  0.070
H (-0.920, 1.477, 5.659)  0.087
H (0.419, 1.038, 6.798)  0.084
C (6.214, 0.567, -4.871)  -0.085
O (5.618, -0.674, -5.219)  -0.214
C (4.296, -0.561, -5.709)  -0.213
C (3.203, -0.402, -4.629)  -0.194
N (2.444, -1.580, -4.252)  -0.084
C (3.074, -2.623, -3.451)  -0.192
C (4.040, -3.501, -4.199)  -0.278
O (4.276, -4.621, -3.460)  -0.178
C (5.420, -5.398, -3.741)  -0.094
H (5.656, 1.156, -4.153)  0.083
H (6.449, 1.026, -5.834)  0.069
H (7.190, 0.300, -4.463)  0.096
H (4.089, -1.378, -6.399)  0.119
H (4.235, 0.358, -6.332)  0.119
H (2.491, 0.371, -4.956)  0.117
H (3.611, 0.062, -3.732)  0.110
H (1.895, -1.956, -5.009)  0.112
H (2.211, -3.238, -3.158)  0.115
H (3.475, -2.212, -2.524)  0.126
H (4.931, -2.909, -4.467)  0.117
H (3.581, -3.732, -5.180)  0.131
H (5.436, -5.709, -4.805)  0.091
H (5.335, -6.332, -3.196)  0.084
H (6.330, -4.822, -3.545)  0.091


Among the records above, which one has the lowest total energy?
C54H109AgFeN7O22